1.
Formula: C23H28N2O5S
Source: the OMol25 dataset
Level of theory: ωB97M-V/def2-TZVPD

```
! wB97M-V def2-TZVPD RIJCOSX def2/J DEFGRID3
* xyz 0 1
C 4.88875 4.30615 1.17655
C 4.86216 2.91696 0.61605
C 3.67199 2.35024 0.17483
C 3.65111 1.07871 -0.36431
C 4.82116 0.33662 -0.47326
C 4.76977 -1.06027 -1.03439
N 3.84929 -1.88972 -0.28313
C 2.66293 -2.30534 -0.78448
O 2.35456 -2.13515 -1.94578
C 1.78490 -2.98806 0.26262
C 0.73122 -3.91012 -0.36089
C -0.34366 -3.11547 -1.10167
N -0.94567 -2.10457 -0.25726
S -2.11728 -2.62959 0.81896
O -2.79595 -3.73969 0.22030
O -1.60681 -2.79557 2.15604
C -3.19036 -1.19624 0.80420
C -3.35360 -0.42346 1.93639
C -4.17965 0.68299 1.86663
C -4.84423 1.01972 0.69179
C -4.67945 0.22084 -0.45385
C -3.83418 -0.88593 -0.37209
O -5.27148 0.40708 -1.66072
C -6.05682 1.56632 -1.87750
C -5.28767 2.84290 -1.54371
C -5.46065 3.20237 -0.06049
O -5.72077 2.08469 0.76342
C 0.01574 -1.19078 0.31397
C 1.09324 -1.91675 1.12208
C 6.01008 0.89705 -0.03010
C 6.02964 2.17362 0.50292
H 5.68986 4.41671 1.90353
H 5.05962 5.02610 0.37533
H 3.94198 4.55151 1.65214
H 2.75281 2.91344 0.25268
H 2.72054 0.65208 -0.71013
H 5.76531 -1.51499 -1.02380
H 4.39340 -1.04844 -2.06199
H 4.03755 -1.99931 0.70083
H 2.43926 -3.58733 0.90689
H 1.20928 -4.60204 -1.05569
H 0.25252 -4.48320 0.43672
H -1.14875 -3.77604 -1.42291
H 0.09316 -2.61419 -1.96843
H -2.84421 -0.69994 2.84492
H -4.34567 1.30825 2.73035
H -3.70618 -1.51452 -1.23727
H -6.29965 1.52461 -2.94145
H -6.98624 1.51333 -1.29741
H -4.23398 2.67301 -1.77580
H -5.64056 3.67038 -2.15811
H -6.33860 3.83827 0.07830
H -4.57544 3.74240 0.30538
H -0.53392 -0.49609 0.95324
H 0.46730 -0.63225 -0.51244
H 0.60848 -2.40089 1.97107
H 1.81939 -1.19092 1.49661
H 6.92938 0.33359 -0.10587
H 6.96502 2.59689 0.84024
*
```

Calculated total energy (hartree): -1777.1369
Energy relative to the best compared isomer or geometry (same formula, charge and spin) (kJ/mol): 125.5
Highest occupied orbital energy (eV): -8.7
Frontier orbital gap (eV): 9.4
SMILES: Cc1ccc(CNC(=O)C2CCN(S(=O)(=O)c3ccc4c(c3)OCCCO4)CC2)cc1
Lowest unoccupied orbital energy (eV): 0.645
Strongest force on any atom (eV/A): 1.08

2.
Formula: C3H10O2S2
Source: the OMol25 dataset
Level of theory: ωB97M-V/def2-TZVPD

```
! wB97M-V def2-TZVPD RIJCOSX def2/J DEFGRID3
* xyz 0 1
O 0.69612 1.58218 -0.35850
C -0.02256 0.48746 -0.92989
C 0.82856 -0.83777 -1.03956
C 0.76714 -1.94288 0.04216
S 1.62146 -1.46620 1.54607
S 0.45581 0.08410 2.28696
H 0.03058 2.34251 -0.30049
H -0.41175 0.92335 -1.87868
H -0.90103 0.14291 -0.45535
H 1.88206 -0.51295 -1.05523
H 0.48915 -1.26159 -2.02752
H 1.10072 -2.87626 -0.46546
H -0.13691 -2.06390 0.74245
H 0.93934 1.13883 1.71425
O -2.35131 1.76326 0.59071
H -1.78339 0.97873 0.66100
H -3.20398 1.51822 0.92710
*
```

Calculated total energy (hartree): -1067.0959
Energy relative to the best compared isomer or geometry (same formula, charge and spin) (kJ/mol): 132.4
Highest occupied orbital energy (eV): -8.9
Frontier orbital gap (eV): 9.4
SMILES: OCCCSS.O
Lowest unoccupied orbital energy (eV): 0.498
Strongest force on any atom (eV/A): 2.80

3.
Formula: C2H8N2
Source: the OMol25 dataset
Level of theory: ωB97M-V/def2-TZVPD

```
! wB97M-V def2-TZVPD RIJCOSX def2/J DEFGRID3
* xyz 0 1
C 0.51863 1.06664 -1.72732
C 1.54694 1.01764 -0.80881
N 1.95972 -0.16671 -0.02414
H -0.37022 0.40518 -1.54104
H 0.31919 1.73519 -2.57270
H 2.12049 1.88452 -0.63547
H 1.49148 -1.11649 -0.04053
H 2.93105 -0.21385 -0.00504
N -3.36867 -1.40306 2.08636
H -2.48661 -1.55985 2.60860
H -3.43867 -2.08509 1.32996
H -3.09751 -0.56690 1.63749
*
```

Calculated total energy (hartree): -190.4431
Energy relative to the best compared isomer or geometry (same formula, charge and spin) (kJ/mol): 146.4
Highest occupied orbital energy (eV): -8.3
Frontier orbital gap (eV): 9.1
SMILES: C=CN.N
Lowest unoccupied orbital energy (eV): 0.841
Strongest force on any atom (eV/A): 3.82

4.
Formula: C33H30AsN3PbS4
Source: the OMol25 dataset
Level of theory: ωB97M-V/def2-TZVPD

```
! wB97M-V def2-TZVPD RIJCOSX def2/J DEFGRID3
* xyz -2 1
Pb 0.27953 -0.57147 -0.96925
C -4.19615 -1.43031 -2.35565
C -3.76105 -0.98880 -0.99563
C -3.59392 0.35797 -0.70593
C -3.13306 0.77294 0.53409
C -2.91362 2.22772 0.82993
C -2.86165 -0.18189 1.50328
C -3.00701 -1.53503 1.23482
C -2.68249 -2.55072 2.29022
C -3.45836 -1.92557 -0.01656
H -4.85809 -2.29345 -2.30124
H -3.30945 -1.73214 -2.91978
H -4.69601 -0.62766 -2.89568
H -3.80559 1.09624 -1.46747
H -3.73467 2.64125 1.42117
H -2.82833 2.80151 -0.08988
H -1.99502 2.35782 1.39794
H -2.50013 0.12704 2.47298
H -2.30377 -3.46401 1.83813
H -3.57186 -2.80403 2.87398
H -1.92569 -2.16457 2.96970
H -3.55363 -2.97776 -0.24415
C -1.45822 2.78785 -3.87084
C -1.03597 1.50686 -3.29728
N -0.26803 1.55082 -2.14608
C 0.36644 2.66653 -1.81977
C 0.07738 3.92264 -2.40979
C -0.89573 3.93465 -3.46409
C 0.68409 5.08577 -1.93568
C 1.64171 5.05175 -0.95268
C 2.04576 3.81613 -0.41413
C 3.09314 3.69088 0.51925
C 3.44921 2.44913 0.97769
C 2.72844 1.33430 0.53727
N 1.72912 1.42689 -0.30578
C 1.38952 2.61665 -0.81111
H -2.17151 2.75918 -4.67875
H -1.82808 0.76231 -3.22477
H -1.16171 4.88477 -3.91551
H 0.37528 6.03207 -2.36532
H 2.11108 5.95772 -0.58851
H 3.61436 4.58209 0.85327
H 4.26414 2.32175 1.67691
H 2.96964 0.34150 0.88174
S 1.40338 -2.41296 -5.74570
As 0.75946 -1.35050 -4.06534
S -0.86553 -2.25605 -2.98285
S 2.30987 -0.96151 -2.56091
S 0.03076 0.65877 -4.81856
C 0.35333 -0.17759 4.84375
C 0.04136 0.54211 3.69778
C 0.31845 0.03801 2.44966
C 0.94967 -1.21601 2.27465
C 1.22247 -1.94371 3.45845
C 0.92763 -1.43283 4.70070
N 1.18794 -1.69156 1.04090
C 2.10355 -2.68241 0.78859
C 1.82286 -3.66206 -0.17860
C 2.76814 -4.59363 -0.54271
C 4.02024 -4.59955 0.05328
C 4.31503 -3.64962 1.01716
C 3.37714 -2.70714 1.38104
H 0.14660 0.21971 5.82947
H -0.42398 1.51989 3.78906
H 0.05760 0.61246 1.57196
H 1.65253 -2.93232 3.36428
H 1.14095 -2.02239 5.58681
H 0.84959 -3.67050 -0.65009
H 2.54122 -5.32384 -1.30998
H 4.75779 -5.33609 -0.23697
H 5.29813 -3.63766 1.47903
H 3.62381 -1.94832 2.11413
*
```

Calculated total energy (hartree): -5461.3439
Energy relative to the best compared isomer or geometry (same formula, charge and spin) (kJ/mol): 66.3
Highest occupied orbital energy (eV): -1.5
Frontier orbital gap (eV): 5.9
Lowest unoccupied orbital energy (eV): 4.447
Strongest force on any atom (eV/A): 1.27